Run i
{"formula": "C6H9P", "method": "the ωB97M-V functional and the def2-TZVPD basis", "lumo_ev": 1.09, "total_charge": 0, "smiles": "C1=CP2CC[C@@H]1C2", "orbital_gap_ev": 9.937, "elements": ["C", "C", "P", "C", "C", "C", "C", "H", "H", "H", "H", "H", "H", "H", "H", "H"], "coordinates": [[0.54761, -0.27900, 1.49474], [-0.24295, -1.30811, 1.22274], [-0.48555, -1.50112, -0.68777], [-1.44093, 0.10185, -0.84525], [-0.54194, 1.17046, 0.03490], [0.86184, 0.45651, 0.23766], [1.05749, -0.52612, -0.94102], [0.99221, 0.16345, 2.36318], [-0.74759, -2.02675, 1.78289], [-2.47972, -0.13446, -0.75754], [-1.29150, 0.39166, -1.84231], [-0.42204, 1.97129, -0.69721], [-0.76850, 1.53654, 0.93710], [1.65800, 1.13632, 0.42829], [1.21069, -0.00383, -1.88757], [2.09289, -1.14869, -0.84280]]}


Run ii
{"formula": "C6H9P", "method": "the ωB97M-V functional and the def2-TZVPD basis", "lumo_ev": [-0.73, -0.43], "total_charge": 0, "orbital_gap_ev": [7.671, 7.667], "elements": ["C", "C", "C", "C", "C", "C", "P", "H", "H", "H", "H", "H", "H", "H", "H", "H"], "coordinates": [[-1.51918, 0.61696, -0.32114], [-0.33764, 0.34300, -0.80328], [0.28417, -0.92452, -0.37389], [0.31566, -0.48696, 2.31587], [-0.28738, -1.07696, 1.03614], [0.40865, 1.23154, -1.75276], [0.38672, -2.31420, 2.24683], [-2.26988, 1.29882, -0.58451], [0.05542, -1.82544, -0.93282], [1.47814, -0.83069, -0.55014], [1.21721, 0.02420, 1.88729], [-0.26342, 0.03590, 3.14065], [-1.39233, -0.65416, 0.78003], [-0.02546, 1.23941, -2.77184], [1.46890, 1.03568, -2.08171], [0.48040, 2.28740, -1.23469]]}


Most stable of them? run i.


Run i
{"formula": "C4H16NO3", "method": "the ωB97M-V functional and the def2-TZVPD basis", "lumo_ev": -2.55, "total_charge": 1, "orbital_gap_ev": 12.233, "elements": ["O", "C", "C", "N", "C", "C", "H", "H", "H", "H", "H", "H", "H", "H", "H", "H", "H", "H", "H", "H", "O", "H", "H", "O"], "coordinates": [[-0.59078, -1.35760, -1.98446], [-0.85894, 0.02715, -1.91346], [-0.65229, 0.47685, -0.46212], [0.55259, -0.37385, 0.14349], [0.51091, -0.34754, 1.62521], [-0.25129, 1.91632, -0.44949], [-1.26409, -1.83953, -2.47252], [-1.89845, 0.21127, -2.19185], [-0.11643, 0.58792, -2.51121], [-1.40381, 0.18168, 0.27870], [0.39091, -1.32752, -0.18677], [1.38459, 0.05530, -0.29501], [0.84366, -1.34284, 1.90840], [-0.50762, -0.28255, 2.08539], [1.13865, 0.43853, 2.03725], [-0.83144, 2.47245, -1.19175], [-0.44100, 2.34271, 0.51769], [0.85141, 2.11735, -0.70815], [3.68009, -1.15196, -1.92597], [2.42637, -1.39700, -2.82380], [2.72504, -1.05816, -1.97436], [-2.05344, -0.70509, 4.69177], [-1.74619, 0.64888, 3.96354], [-1.88845, -0.29276, 3.83947]]}


Run ii
{"formula": "C4H16NO3", "method": "the ωB97M-V functional and the def2-TZVPD basis", "lumo_ev": -3.03, "total_charge": 1, "orbital_gap_ev": 10.906, "elements": ["C", "C", "C", "C", "N", "H", "H", "H", "H", "H", "H", "H", "H", "H", "H", "H", "H", "O", "H", "H", "O", "H", "H", "O"], "coordinates": [[-0.64212, -2.29269, 1.35006], [0.00429, -0.97045, 1.87048], [0.38791, -0.17646, 0.63455], [1.41123, -0.63392, 0.00877], [2.00698, -0.09518, -1.19612], [0.01656, -2.87920, 0.75178], [-1.54773, -2.14652, 0.69984], [-0.97446, -3.00897, 2.17263], [0.71199, -1.22207, 2.65715], [-0.84011, -0.55483, 2.50190], [-0.24376, 0.64893, 0.26651], [1.92276, -1.52433, 0.49359], [1.21604, 0.21997, -1.73765], [2.50020, 0.81875, -0.88817], [2.62777, -0.75447, -1.71481], [1.11663, 3.31535, -0.23176], [0.49144, 2.59818, -1.39659], [1.31049, 2.69864, -1.01600], [-1.62345, -0.26552, -0.93466], [-1.58865, -0.62162, -2.38002], [-0.98614, -0.61268, -1.63662], [-3.06612, 2.02884, -0.24013], [-2.04352, 3.03436, 0.41856], [-2.16822, 2.39592, -0.45328]]}


Most stable of them? run i.


Run i
{"formula": "C4H4OS", "method": "the ωB97M-V functional and the def2-TZVPD basis", "lumo_ev": -1.66, "total_charge": 0, "smiles": "O=C/C=C/C=S", "orbital_gap_ev": 7.423, "elements": ["O", "C", "C", "C", "C", "S", "H", "H", "H", "H"], "coordinates": [[1.80165, 0.92375, 1.14926], [0.62247, 1.19115, 1.38401], [-0.33513, 0.32383, 0.59926], [0.19970, -0.47404, -0.33856], [-0.48840, -1.26207, -1.32683], [-2.09872, -0.98521, -1.72881], [0.19399, 2.16599, 1.77160], [-1.39575, 0.30072, 0.86157], [1.28312, -0.29681, -0.57407], [0.21707, -1.88731, -1.79743]]}


Run ii
{"formula": "C4H4OS", "method": "the ωB97M-V functional and the def2-TZVPD basis", "lumo_ev": [-0.32, -1.40], "total_charge": 0, "orbital_gap_ev": [7.879, 7.424], "elements": ["C", "C", "C", "C", "O", "S", "H", "H", "H", "H"], "coordinates": [[0.46122, -0.66924, -0.16334], [1.38786, 0.38305, 0.16258], [-0.87511, -0.76371, -0.16383], [1.34395, 1.66305, -0.25589], [-3.27525, -0.27781, 0.25250], [-2.02482, 0.48480, 0.13735], [0.83072, -1.76411, -0.04829], [2.31243, -0.07978, 0.54858], [-1.45644, -1.67739, -0.28284], [1.29544, 2.70114, -0.18681]]}


Run iii
{"formula": "C4H4OS", "method": "the ωB97M-V functional and the def2-TZVPD basis", "lumo_ev": -0.13, "total_charge": 0, "smiles": "CC(=S)C=C=O", "orbital_gap_ev": 8.511, "elements": ["C", "C", "S", "C", "C", "O", "H", "H", "H", "H"], "coordinates": [[-1.41096, -0.28370, 0.65655], [-0.27507, -0.29461, -0.32491], [-0.30038, -0.60562, -1.93705], [1.00006, 0.19534, 0.13601], [1.79710, 0.47250, -0.87249], [2.61291, 0.67339, -1.67237], [-2.41077, -0.67614, 0.31821], [-1.50967, 0.90455, 0.87977], [-0.90826, -0.57678, 1.60162], [1.40504, 0.19108, 1.21467]]}


Most stable of them? run iii.


Run i
{"formula": "C7H14N3O", "method": "the ωB97M-V functional and the def2-TZVPD basis", "lumo_ev": -3.63, "total_charge": 1, "smiles": "C=N/C(C)=C(N)\\[NH+]=C(/C)OC", "orbital_gap_ev": 7.993, "elements": ["C", "N", "C", "C", "C", "N", "N", "C", "C", "O", "C", "H", "H", "H", "H", "H", "H", "H", "H", "H", "H", "H", "H", "H", "H"], "coordinates": [[0.41961, 2.41546, -0.53407], [0.45668, 1.13882, -0.47656], [1.54365, 0.32367, -0.19279], [3.01094, 0.71851, -0.15472], [1.23119, -1.03556, -0.18015], [1.83340, -2.20789, 0.06092], [-0.18015, -1.30895, -0.43475], [-1.16263, -0.53588, 0.11407], [-1.03913, -0.20696, 1.56125], [-2.28691, -0.63987, -0.67575], [-3.56167, -0.10772, -0.51495], [-0.50796, 2.87685, -1.04903], [1.15892, 3.11692, -0.07236], [3.11607, 0.62083, -1.19458], [3.66917, 0.09375, 0.40952], [3.00766, 1.80682, -0.00389], [1.45220, -3.01949, -0.38785], [2.65491, -2.33644, 0.66851], [-0.44864, -1.51090, -1.38872], [-0.36795, -0.85069, 1.99008], [-1.81295, -0.16212, 2.28548], [-0.49411, 0.81514, 1.68506], [-3.46494, 0.84924, -0.12105], [-4.23326, -0.69641, 0.10922], [-3.99411, -0.15713, -1.50289]]}


Run ii
{"formula": "C7H14N3O", "method": "the ωB97M-V functional and the def2-TZVPD basis", "lumo_ev": -2.71, "total_charge": 1, "orbital_gap_ev": 9.454, "elements": ["C", "C", "C", "C", "C", "C", "C", "N", "N", "N", "O", "H", "H", "H", "H", "H", "H", "H", "H", "H", "H", "H", "H", "H", "H"], "coordinates": [[-1.33618, 1.18501, -0.56473], [-0.70185, 0.01922, -0.41704], [-2.83902, -0.15641, 0.23062], [1.93108, -0.03114, 1.39992], [2.47617, 1.30344, -0.67437], [1.42143, -0.97131, -0.85712], [2.29768, -0.16231, -0.07053], [-2.68726, 1.09372, -0.11827], [-1.66370, -0.80972, 0.13486], [-4.02280, -0.70141, 0.71048], [1.15188, -2.16734, -0.59093], [-1.08118, 2.04770, -1.12649], [1.21582, 0.74309, 1.48064], [1.81041, -0.99257, 1.86392], [2.75289, 0.30775, 1.86977], [3.15375, 2.05446, -0.10565], [2.83522, 1.34263, -1.75061], [1.45281, 1.80314, -0.75469], [1.35037, -0.77842, -1.86433], [3.31349, -0.67806, -0.17143], [-3.42406, 1.64644, -0.34840], [-1.45853, -1.77475, 0.16963], [-4.90460, -0.14151, 0.74069], [-4.26566, -1.73832, 0.44813], [1.22185, -2.44333, 0.36594]]}


Run iii
{"formula": "C7H14N3O", "method": "the ωB97M-V functional and the def2-TZVPD basis", "lumo_ev": -4.09, "total_charge": 1, "orbital_gap_ev": 8.942, "elements": ["C", "C", "C", "C", "C", "C", "C", "N", "N", "N", "O", "H", "H", "H", "H", "H", "H", "H", "H", "H", "H", "H", "H", "H", "H"], "coordinates": [[1.88227, -1.07169, 0.08198], [3.05104, -1.71136, 0.20104], [1.47616, 0.23144, 0.66501], [-0.32144, 0.14798, -0.19533], [2.24930, 1.44776, 0.24147], [-3.14751, -1.12786, -0.20153], [-2.21534, -0.80872, 0.95454], [0.91674, -1.67103, -0.73140], [-0.14681, -1.08824, -0.89303], [-0.41447, 1.28625, -1.20858], [-1.33578, 0.30163, 0.67401], [3.19432, -2.65721, -0.29350], [3.86121, -1.31200, 0.78523], [1.22894, 0.19892, 1.72059], [1.74060, 2.36480, 0.53113], [2.45860, 1.45361, -0.82889], [3.21231, 1.43942, 0.75319], [-3.72972, -0.25193, -0.47846], [-2.59153, -1.49026, -1.06330], [-3.83470, -1.90828, 0.11098], [-1.62108, -1.68391, 1.23099], [-2.77396, -0.46540, 1.82579], [-1.14533, 1.06743, -1.90267], [0.48870, 1.43450, -1.68086], [-0.67942, 2.14006, -0.69544]]}


Most stable of them? run ii.


Run i
{"formula": "CH5NO2", "method": "the ωB97M-V functional and the def2-TZVPD basis", "lumo_ev": 0.93, "total_charge": 0, "smiles": "NC=O.O", "orbital_gap_ev": 11.201, "elements": ["N", "C", "O", "H", "H", "H", "O", "H", "H"], "coordinates": [[-0.14368, -0.95550, 0.44534], [-1.04251, -0.71167, -0.55186], [-1.03544, 0.30637, -1.20165], [0.73044, -0.49095, 0.32050], [-0.10383, -1.82223, 0.95771], [-1.78526, -1.51322, -0.68231], [1.40264, 1.52610, 0.10622], [0.56289, 1.61631, -0.31874], [1.41475, 2.04478, 0.92478]]}


Run ii
{"formula": "CH5NO2", "method": "the ωB97M-V functional and the def2-TZVPD basis", "lumo_ev": 0.66, "total_charge": 0, "orbital_gap_ev": 9.563, "elements": ["C", "N", "O", "O", "H", "H", "H", "H", "H"], "coordinates": [[-0.07932, -0.16119, 0.26681], [0.66142, 0.88300, 0.65501], [-1.36480, -0.03813, 0.61861], [0.44916, -1.29686, -0.01935], [-1.81842, -0.86696, 0.41149], [0.31684, -0.98375, -1.33654], [-0.00803, -0.18009, -1.85656], [0.21274, 1.75718, 0.87205], [1.63041, 0.88680, 0.38849]]}


Run iii
{"formula": "CH5NO2", "method": "the ωB97M-V functional and the def2-TZVPD basis", "lumo_ev": -1.15, "total_charge": 0, "orbital_gap_ev": 9.230, "elements": ["C", "N", "O", "H", "H", "H", "H", "H", "O"], "coordinates": [[0.20794, -0.75050, 0.11065], [0.02021, -2.07196, -0.50171], [-0.40815, 0.12834, -0.42675], [1.16060, -0.04762, 1.58420], [-0.97207, -2.27281, -0.65659], [0.53622, -2.09880, -1.38069], [0.07189, 2.75521, 1.08690], [-0.26757, 1.71926, -0.04784], [-0.34907, 2.63889, 0.23183]]}


Most stable of them? run i.